{"formula": "C11H10ClNS2", "method": "the ωB97M-V functional and the def2-TZVPD basis", "max_force_ev_per_a": 1.082, "orbital_gap_ev": 8.8610, "total_charge": 0, "smiles": "Cc1nc(CSc2ccc(Cl)cc2)cs1", "spin_multiplicity": 1, "symbols": ["C", "C", "N", "C", "C", "S", "C", "C", "C", "C", "Cl", "C", "C", "C", "S", "H", "H", "H", "H", "H", "H", "H", "H", "H", "H"], "positions_angstrom": [[-5.9175, -0.3041, 0.0254], [-4.4839, 0.0306, -0.1221], [-3.5598, -0.8007, -0.4292], [-2.3302, -0.2228, -0.4998], [-1.1436, -1.0562, -0.8160], [-0.2102, -1.4308, 0.7365], [1.3958, -0.7719, 0.3824], [2.0181, -0.9577, -0.8459], [3.2813, -0.4423, -1.0678], [3.9317, 0.2398, -0.0513], [5.5124, 0.8810, -0.3295], [3.3310, 0.4063, 1.1876], [2.0628, -0.0977, 1.3996], [-2.3187, 1.1129, -0.2316], [-3.9034, 1.6753, 0.1204], [-6.2644, -0.0525, 1.0266], [-6.5152, 0.2592, -0.6901], [-6.0546, -1.3679, -0.1477], [-1.4608, -2.0039, -1.2463], [-0.4589, -0.5321, -1.4778], [1.5288, -1.5156, -1.6301], [3.7649, -0.5805, -2.0221], [3.8491, 0.9320, 1.9740], [1.5787, 0.0269, 2.3556], [-1.4831, 1.7831, -0.2175]], "forces_ev_per_a": [[-0.261, -0.001, 0.040], [-0.028, 1.059, 0.222], [-0.126, -0.872, -0.136], [0.173, 0.865, 0.024], [0.310, -0.157, 0.463], [-0.012, -0.069, -0.172], [-0.279, -0.130, 0.023], [0.059, 0.061, 0.091], [0.105, 0.085, 0.014], [-0.223, -0.088, 0.067], [0.198, 0.084, -0.032], [0.174, -0.011, -0.105], [-0.083, -0.087, -0.134], [-0.233, -0.088, -0.073], [0.093, -0.791, -0.165], [-0.088, -0.036, 0.030], [-0.089, -0.028, -0.015], [-0.017, -0.021, -0.002], [0.042, 0.115, -0.115], [-0.026, -0.080, -0.061], [-0.035, -0.053, -0.048], [0.078, 0.008, -0.071], [0.073, 0.056, 0.051], [-0.050, 0.079, 0.102], [0.245, 0.100, 0.002]]}

---

{"formula": "C11H10ClO2PdS2", "method": "the ωB97M-V functional and the def2-TZVPD basis", "max_force_ev_per_a": 1.290, "orbital_gap_ev": [6.0822, 6.0834], "total_charge": -1, "spin_multiplicity": 1, "symbols": ["Pd", "Cl", "C", "C", "C", "C", "O", "C", "C", "O", "C", "H", "H", "H", "H", "C", "C", "S", "C", "C", "S", "H", "H", "H", "H", "H", "H"], "positions_angstrom": [[0.1491, 0.5261, 0.2827], [2.3606, -5.4114, -4.1422], [1.5748, -4.2096, -3.1264], [0.2208, -4.3827, -2.7547], [-0.4059, -3.4636, -1.9688], [0.2604, -2.2775, -1.4754], [-0.3721, -1.4578, -0.7489], [1.6300, -2.1419, -1.8753], [2.4685, -1.0374, -1.4927], [2.1829, -0.0703, -0.7970], [2.2510, -3.1155, -2.6928], [-0.3132, -5.2597, -3.1050], [-1.4425, -3.5887, -1.6798], [3.4983, -1.0969, -1.8937], [3.2904, -2.9762, -2.9740], [-1.2251, 2.9465, 4.0652], [-0.9463, 2.4746, 2.6519], [-0.0620, 0.9669, 2.5037], [-1.3266, 3.1298, 1.5656], [-2.0883, 4.4302, 1.5916], [-0.9501, 2.4953, -0.0262], [-0.8360, 2.2345, 4.7957], [-2.2967, 3.0528, 4.2535], [-0.7556, 3.9124, 4.2698], [-2.2717, 4.7673, 2.6119], [-3.0571, 4.3324, 1.0904], [-1.5376, 5.2204, 1.0710]], "forces_ev_per_a": [[-0.779, 0.734, 0.721], [-0.106, 0.101, 0.100], [-0.256, -0.159, -0.007], [0.125, -0.114, -0.114], [0.061, 0.133, 0.060], [-0.212, -0.064, 0.036], [0.243, -0.139, -0.176], [0.305, -0.048, -0.138], [-0.158, 0.047, 0.084], [0.200, -0.094, -0.123], [0.059, 0.134, 0.062], [0.027, 0.039, 0.014], [0.030, -0.010, -0.017], [0.082, -0.023, -0.042], [-0.039, 0.017, 0.024], [0.073, -0.119, -0.050], [0.069, -0.110, 0.605], [0.089, -0.084, -0.562], [-0.251, 0.435, -0.305], [0.026, -0.044, -0.146], [0.317, -0.491, 0.082], [0.008, -0.011, -0.072], [0.004, -0.021, -0.028], [0.017, -0.010, -0.021], [0.013, -0.024, 0.006], [0.054, -0.027, 0.006], [-0.002, -0.049, 0.003]]}

---

{"formula": "C11H10F2N2O2S", "method": "the ωB97M-V functional and the def2-TZVPD basis", "max_force_ev_per_a": 1.198, "orbital_gap_ev": 8.5507, "total_charge": 0, "smiles": "O=C(NC1=NCCS1)c1cccc(OC(F)F)c1", "spin_multiplicity": 1, "symbols": ["O", "C", "N", "C", "N", "C", "C", "S", "C", "C", "C", "C", "C", "O", "C", "F", "F", "C", "H", "H", "H", "H", "H", "H", "H", "H", "H", "H"], "positions_angstrom": [[-0.4329, -1.3945, 0.5624], [-0.3778, -0.2189, 0.2721], [-1.4955, 0.4871, -0.0796], [-2.7523, -0.0659, -0.1106], [-3.7641, 0.6081, -0.4512], [-4.9917, -0.1309, -0.4309], [-4.7545, -1.5791, 0.0543], [-2.9518, -1.7564, 0.3360], [0.9005, 0.5455, 0.2483], [0.9755, 1.9290, 0.3590], [2.2131, 2.5517, 0.3428], [3.3707, 1.8123, 0.2021], [3.2964, 0.4256, 0.1013], [4.5074, -0.2293, -0.0178], [4.5241, -1.5426, -0.3371], [5.7706, -1.8466, -0.7218], [4.2569, -2.3282, 0.7334], [2.0684, -0.2103, 0.1404], [-1.4389, 1.4518, -0.3727], [-5.4089, -0.1169, -1.4425], [-5.6921, 0.3949, 0.2245], [-5.2630, -1.7869, 0.9936], [-5.0563, -2.3172, -0.6854], [0.0878, 2.5282, 0.4939], [2.2748, 3.6247, 0.4389], [4.3406, 2.2815, 0.1800], [3.8257, -1.8320, -1.1459], [1.9672, -1.2845, 0.1123]], "forces_ev_per_a": [[0.412, 0.017, 0.022], [0.015, 0.132, -0.037], [0.294, 0.338, -0.014], [-0.771, -0.412, 0.026], [0.698, 0.692, -0.070], [-0.332, -0.193, -0.026], [0.219, -0.054, 0.078], [-0.560, -0.282, -0.015], [0.460, 0.163, 0.027], [-0.117, -0.220, -0.021], [0.089, -0.022, -0.037], [0.035, -0.227, 0.002], [-0.114, 0.092, 0.006], [-0.072, 0.493, 0.208], [-0.378, -0.894, -0.703], [0.250, 0.178, -0.074], [-0.164, 0.120, 0.270], [-0.012, -0.072, -0.008], [0.015, -0.147, 0.003], [-0.085, -0.032, 0.119], [-0.049, -0.100, -0.105], [-0.049, -0.014, -0.052], [-0.055, 0.007, 0.034], [-0.080, 0.058, 0.018], [0.018, 0.090, 0.012], [0.123, 0.076, -0.006], [0.182, 0.297, 0.324], [0.029, -0.083, 0.017]]}

---

{"formula": "C11H10F2S", "method": "the ωB97M-V functional and the def2-TZVPD basis", "max_force_ev_per_a": 3.766, "orbital_gap_ev": 8.6166, "total_charge": 0, "smiles": "FC1(F)C=CSC2=C1C#CCCCC2", "spin_multiplicity": 1, "symbols": ["F", "C", "F", "C", "C", "S", "C", "C", "C", "C", "C", "C", "C", "C", "H", "H", "H", "H", "H", "H", "H", "H", "H", "H"], "positions_angstrom": [[3.5733, -2.2734, -0.5657], [3.3886, -1.0196, -0.0059], [3.8508, -1.1016, 1.2894], [4.1987, -0.0054, -0.6327], [3.9408, 1.3221, -0.6314], [2.5908, 1.9996, 0.1807], [1.5313, 0.6262, 0.3963], [1.8986, -0.6764, 0.0783], [0.8850, -1.5431, -0.2225], [-0.1817, -1.9322, -0.6465], [-1.5736, -1.8308, -0.8903], [-1.8837, -0.5819, -0.0690], [-1.0904, 0.7965, -0.1778], [0.0748, 0.9554, 0.7968], [4.8957, -0.4053, -1.2554], [4.7240, 1.9647, -0.8508], [-1.8904, -1.8758, -1.9769], [-1.9973, -2.6845, -0.3335], [-3.0048, -0.2942, -0.2287], [-1.7071, -0.8542, 0.9460], [-1.8612, 1.4267, 0.1219], [-1.0101, 1.0148, -1.2587], [-0.1076, 0.4173, 1.7106], [0.0822, 2.0152, 1.0460]], "forces_ev_per_a": [[-0.034, 0.935, 0.255], [-2.035, -0.593, 0.770], [0.158, -0.615, 0.554], [-1.724, 2.059, -0.583], [-0.567, -2.636, 1.573], [-0.537, 0.040, 0.461], [-0.323, -1.489, -0.935], [2.332, 2.869, 0.716], [-2.059, -1.789, -0.954], [2.693, 0.331, 0.170], [-0.820, -0.725, -0.303], [-2.354, 1.958, -0.773], [-0.450, -2.935, -1.573], [1.454, 0.970, -1.015], [2.539, -0.759, -1.419], [0.976, 1.433, -1.003], [0.376, 0.275, 1.282], [-0.578, 0.217, -0.599], [1.765, -0.654, 0.481], [-0.449, -0.426, 0.915], [-1.050, 1.602, 0.816], [0.958, 0.114, 0.505], [-0.331, -0.323, 0.368], [0.059, 0.141, 0.291]]}

---

{"formula": "C11H10F3N", "method": "the ωB97M-V functional and the def2-TZVPD basis", "max_force_ev_per_a": 16.035, "orbital_gap_ev": 8.6989, "total_charge": 0, "smiles": "C=C1N=C1c1ccc(C)cc1.FC(F)F", "spin_multiplicity": 1, "symbols": ["C", "C", "N", "C", "C", "C", "C", "C", "C", "C", "C", "H", "H", "H", "H", "H", "H", "H", "H", "H", "F", "C", "F", "F", "H"], "positions_angstrom": [[-2.3878, -3.6838, -0.6933], [-1.7229, -2.8728, 0.1307], [-1.7080, -2.5219, 1.5730], [-1.1207, -1.7228, 0.7111], [-0.3082, -0.4915, 0.5172], [0.4664, -0.2905, -0.6388], [1.1574, 0.8580, -0.6352], [1.3274, 1.6689, 0.5141], [2.0765, 2.9970, 0.3812], [0.6271, 1.4053, 1.6729], [-0.1492, 0.2149, 1.6933], [-2.0820, -3.8873, -1.7396], [-3.0215, -4.4467, -0.3654], [0.2344, -0.7592, -1.6184], [1.5749, 1.2617, -1.5304], [2.1927, 3.2918, 1.3445], [2.9682, 2.7164, -0.1166], [1.4598, 3.6528, -0.0852], [0.5311, 2.2105, 2.4278], [-0.8638, 0.2206, 2.4799], [-5.2227, -3.0152, 0.3922], [-4.9796, -2.5329, -0.8875], [-5.1145, -1.2165, -0.7704], [-6.0993, -2.9297, -1.5245], [-4.1856, -2.8249, -1.1583]], "forces_ev_per_a": [[2.384, 0.007, -1.130], [-0.667, 0.713, 1.195], [0.658, 1.401, -2.199], [-0.314, -1.578, -0.624], [-0.155, -3.135, 1.650], [-2.330, -0.170, -0.597], [1.646, 1.676, 0.798], [-0.529, 0.725, -0.572], [-0.320, -4.251, -0.278], [-0.412, -0.736, -0.438], [0.274, 3.277, -0.669], [-0.134, 0.935, 0.584], [-0.805, -0.980, 1.100], [0.296, -0.181, 1.076], [0.466, -0.084, -0.622], [1.052, 1.312, 2.737], [1.101, 0.666, -0.536], [-1.434, 2.154, -1.880], [0.312, -0.974, -0.156], [-0.416, -1.099, 0.677], [1.017, 0.043, -0.523], [-14.101, 3.882, 6.574], [0.935, 0.674, -0.412], [0.772, -0.412, -1.183], [10.706, -3.866, -4.570]]}

---

{"formula": "C11H10IN", "method": "the ωB97M-V functional and the def2-TZVPD basis", "max_force_ev_per_a": 3.786, "orbital_gap_ev": 8.0089, "total_charge": 0, "smiles": "I/C=C/C=C\\N=C/c1ccccc1", "spin_multiplicity": 1, "symbols": ["I", "C", "C", "C", "C", "N", "C", "C", "C", "C", "C", "C", "C", "H", "H", "H", "H", "H", "H", "H", "H", "H", "H"], "positions_angstrom": [[0.3811, -3.6509, -1.5331], [0.1015, -2.6359, 0.2869], [1.0770, -2.1861, 1.0935], [0.9137, -1.4606, 2.3283], [-0.1828, -0.6865, 2.4291], [-1.3445, -0.6775, 1.6607], [-1.5694, -0.2614, 0.5068], [-0.7568, 0.5993, -0.4230], [0.5372, 0.9879, -0.0479], [1.2312, 1.8758, -0.8340], [0.5827, 2.4035, -1.9528], [-0.6778, 1.9800, -2.2897], [-1.3735, 1.1283, -1.5521], [-0.9093, -2.5072, 0.6128], [2.1903, -2.3733, 0.8648], [1.7318, -1.6005, 2.9931], [-0.2815, 0.1480, 3.1599], [-2.5569, -0.3921, 0.1744], [1.0185, 0.3675, 0.6962], [2.2126, 2.2114, -0.6162], [0.9884, 3.4120, -2.3684], [-1.0201, 2.4631, -3.1792], [-2.2933, 0.8551, -2.0102]], "forces_ev_per_a": [[-0.015, 0.340, 0.534], [1.085, -0.148, 0.404], [1.939, -1.741, -1.414], [-1.631, -0.050, -1.111], [-0.029, 1.984, 1.194], [0.896, -1.095, 0.972], [0.867, 1.935, -0.976], [-0.489, -0.599, 1.481], [-0.132, -1.401, -0.746], [-0.849, 0.444, -0.792], [1.543, 2.610, 0.898], [1.855, 2.621, -2.006], [-0.309, -1.689, 0.731], [-0.268, -0.453, -0.396], [-1.829, 0.145, -0.061], [0.161, 0.736, 0.847], [0.294, -1.021, 0.047], [-1.469, -0.352, -0.626], [0.016, 0.658, 0.308], [0.770, 0.106, 0.395], [-0.474, -2.315, 0.112], [-0.900, -0.088, -0.424], [-1.031, -0.626, 0.629]]}

---

no.,DFT total energy (eV)
1,-47252.50182
2,-53338.85855
3,-34915.27842
4,-27835.55938
5,-21206.76364
6,-21156.79687